{
  "formula": "C60H43N5O7PSSbTi",
  "method": "the ωB97M-V functional and the def2-TZVPD basis",
  "species": ["Ti", "O", "C", "O", "C", "C", "C", "C", "C", "C", "P", "C", "C", "C", "C", "C", "C", "C", "C", "C", "C", "C", "C", "H", "H", "H", "H", "H", "H", "H", "H", "H", "H", "H", "H", "H", "H", "O", "C", "O", "C", "O", "O", "C", "O", "C", "C", "C", "C", "C", "C", "C", "N", "C", "C", "N", "C", "C", "C", "C", "N", "C", "C", "N", "C", "C", "C", "C", "H", "H", "H", "H", "H", "H", "H", "H", "H", "H", "H", "H", "H", "H", "S", "C", "N", "C", "C", "C", "C", "C", "C", "Sb", "C", "C", "C", "C", "C", "C", "C", "C", "C", "C", "C", "C", "H", "H", "H", "H", "H", "H", "H", "H", "H", "H", "H", "H", "H", "H", "H"],
  "positions_angstrom": [[-0.536, 0.846, 0.577], [-3.283, 1.991, 3.524], [-3.425, 1.293, 2.525], [-2.993, 1.588, 1.358], [-4.109, -0.041, 2.577], [-4.914, -0.443, 3.630], [-5.467, -1.710, 3.621], [-5.175, -2.584, 2.584], [-4.365, -2.186, 1.535], [-3.833, -0.903, 1.515], [-2.824, -0.216, 0.160], [-4.181, 0.486, -0.857], [-5.312, -0.265, -1.163], [-6.351, 0.307, -1.878], [-6.284, 1.630, -2.279], [-5.162, 2.383, -1.970], [-4.117, 1.816, -1.262], [-2.437, -1.804, -0.772], [-2.740, -2.104, -2.097], [-2.131, -3.171, -2.739], [-1.190, -3.945, -2.083], [-0.864, -3.652, -0.766], [-1.477, -2.592, -0.129], [-5.088, 0.250, 4.440], [-6.108, -2.029, 4.431], [-5.576, -3.588, 2.594], [-4.132, -2.877, 0.738], [-5.384, -1.295, -0.844], [-7.228, -0.281, -2.112], [-7.108, 2.069, -2.825], [-5.103, 3.420, -2.273], [-3.253, 2.408, -0.996], [-3.461, -1.500, -2.632], [-2.391, -3.396, -3.765], [-0.704, -4.764, -2.596], [-0.107, -4.231, -0.255], [-1.208, -2.351, 0.897], [2.090, 3.144, -1.090], [1.101, 2.678, -0.561], [1.064, 1.840, 0.414], [-0.353, 3.002, -1.021], [-0.621, 3.723, -1.959], [-1.181, 2.337, -0.291], [6.531, -8.268, -6.947], [6.575, -8.032, -5.562], [5.778, -7.049, -5.050], [5.945, -6.769, -3.691], [5.200, -5.790, -3.085], [4.255, -5.054, -3.810], [4.075, -5.353, -5.159], [4.827, -6.339, -5.774], [3.500, -4.046, -3.107], [3.635, -3.804, -1.819], [2.746, -2.824, -1.522], [2.048, -2.451, -2.674], [2.545, -3.239, -3.672], [1.034, -1.459, -2.707], [0.351, -1.031, -3.834], [-0.652, -0.068, -3.665], [-0.925, 0.431, -2.411], [-0.263, 0.072, -1.303], [0.721, -0.881, -1.442], [1.406, -1.250, -0.270], [1.001, -0.631, 0.877], [1.718, -0.837, 1.973], [2.792, -1.710, 2.039], [3.151, -2.440, 0.910], [2.470, -2.202, -0.271], [7.320, -8.989, -7.153], [6.725, -7.351, -7.514], [5.571, -8.692, -7.258], [6.670, -7.342, -3.136], [5.311, -5.564, -2.037], [3.334, -4.831, -5.748], [4.653, -6.550, -6.817], [2.261, -3.201, -4.636], [0.578, -1.421, -4.817], [-1.217, 0.284, -4.512], [-1.720, 1.160, -2.288], [1.415, -0.285, 2.856], [3.331, -1.824, 2.965], [3.949, -3.164, 0.928], [-1.585, -2.024, 4.063], [-1.243, -0.837, 3.081], [-0.968, 0.038, 2.333], [0.255, 6.368, 6.342], [1.002, 6.416, 5.177], [0.740, 5.523, 4.156], [-0.264, 4.574, 4.272], [-1.008, 4.536, 5.437], [-0.753, 5.427, 6.468], [-0.504, 3.116, 2.650], [-0.655, 4.835, 1.325], [-1.958, 5.314, 1.226], [-2.246, 6.421, 0.451], [-1.228, 7.073, -0.225], [0.067, 6.598, -0.141], [0.352, 5.479, 0.626], [1.615, 2.688, 3.044], [1.785, 1.874, 4.160], [3.043, 1.448, 4.546], [4.154, 1.818, 3.807], [3.996, 2.623, 2.694], [2.736, 3.061, 2.320], [0.462, 7.058, 7.149], [1.791, 7.149, 5.062], [1.327, 5.562, 3.249], [-1.797, 3.804, 5.526], [-1.342, 5.386, 7.375], [-2.749, 4.798, 1.765], [-3.264, 6.778, 0.358], [-1.445, 7.942, -0.830], [0.866, 7.094, -0.675], [1.370, 5.118, 0.647], [0.913, 1.566, 4.731], [3.161, 0.821, 5.419], [5.138, 1.481, 4.102], [4.858, 2.909, 2.108], [2.646, 3.669, 1.433]],
  "mulliken_charge": [-1.343, -0.772, -0.225, -0.407, -0.001, -0.577, -0.650, -0.818, -0.881, 1.305, 3.460, 0.694, -0.632, -0.860, -0.672, -1.068, -0.181, -0.244, -0.765, -1.023, -0.598, -0.626, -0.070, 0.471, 0.397, 0.420, 0.392, 0.470, 0.418, 0.384, 0.527, 0.217, 0.382, 0.386, 0.402, 0.461, 0.148, -0.789, 0.103, -0.849, 0.731, -0.731, 1.069, -0.834, -0.467, 0.888, -0.541, -0.600, 0.248, -0.760, -0.593, 0.117, -0.889, 1.123, -0.232, -0.070, 0.598, -0.640, -1.556, -0.027, 1.224, -0.642, 0.039, 0.886, -0.465, -1.527, -0.736, 0.407, 0.244, 0.346, 0.324, 0.425, 0.507, 0.267, 0.380, 0.209, 0.454, 0.503, 0.259, 0.610, 0.542, 0.606, -0.460, 0.673, 0.043, -0.446, -0.933, -0.073, 0.323, -0.591, -0.534, 1.015, 1.050, -0.826, -0.745, -0.611, -0.821, -0.138, 1.780, -1.267, -0.347, -0.711, -0.774, -0.697, 0.365, 0.400, 0.287, 0.484, 0.395, 0.412, 0.426, 0.362, 0.423, 0.138, 0.303, 0.437, 0.380, 0.448, 0.142],
  "e_homo_ev": [-3.86, -5.18],
  "spin_multiplicity": 2,
  "s_squared": 0.7606,
  "charge": -1,
  "lumo_ev": [1.41, 1.27]
}

***

{
  "formula": "C4H5NO2",
  "method": "the ωB97M-V functional and the def2-TZVPD basis",
  "species": ["H", "N", "C", "C", "O", "C", "C", "O", "H", "H", "H", "H"],
  "positions_angstrom": [[-0.347, -1.556, -1.911], [0.126, -0.790, -1.440], [-0.638, 0.147, -1.052], [0.079, 1.147, -0.168], [-0.334, 1.343, 1.170], [0.753, 0.442, 0.924], [0.182, -0.962, 1.021], [0.721, -2.017, 1.193], [-1.715, 0.211, -1.235], [0.491, 2.031, -0.649], [1.746, 0.692, 1.288], [-0.923, -0.835, 0.906]],
  "mulliken_charge": [0.238, -0.510, -0.151, -0.151, -0.435, 0.199, -0.284, -0.498, 0.351, 0.411, 0.455, 0.375],
  "e_homo_ev": -9.97,
  "e_above_lowest_ev": 3.243,
  "smiles": "[H]/N=C/[C@H]1O[C@H]1C=O",
  "lumo_ev": 0.79
}

***

{
  "formula": "C3H9N3O",
  "method": "the ωB97M-V functional and the def2-TZVPD basis",
  "species": ["C", "N", "N", "C", "C", "N", "O", "H", "H", "H", "H", "H", "H", "H", "H", "H"],
  "positions_angstrom": [[2.409, -0.584, 0.714], [1.471, -0.736, -0.514], [0.467, 0.249, -0.593], [0.728, 1.461, 0.079], [-0.759, -0.416, -0.373], [-1.775, 0.294, 0.010], [-2.931, -0.438, 0.255], [1.867, -1.471, 1.457], [2.518, 0.482, 0.966], [3.551, -0.860, 0.375], [1.939, -0.136, -1.238], [1.743, 1.886, -0.180], [0.686, 1.384, 1.189], [-0.021, 2.126, -0.115], [-0.901, -1.401, -0.568], [-3.344, 0.086, 1.230]],
  "mulliken_charge": [-0.656, -0.592, 0.178, -1.087, -0.168, -0.310, -0.460, 0.256, 0.284, 0.276, 0.321, 0.343, 0.352, 0.396, 0.506, 0.364],
  "e_homo_ev": -8.31,
  "e_above_lowest_ev": 6.857,
  "smiles": "CNN(C)/C=N/O",
  "lumo_ev": 0.74
}

***

{
  "formula": "C4H4F3N3",
  "method": "the ωB97M-V functional and the def2-TZVPD basis",
  "species": ["C", "C", "N", "N", "N", "H", "H", "H", "F", "C", "C", "F", "F", "H"],
  "positions_angstrom": [[2.145, 0.583, -1.419], [1.705, 0.141, -0.165], [0.498, -0.446, -0.258], [0.359, -0.357, -1.577], [1.228, 0.253, -2.342], [3.176, 0.930, -1.502], [2.344, 0.030, 0.669], [-0.600, -0.757, -1.931], [-0.852, 0.311, 2.924], [-1.644, -0.276, 2.069], [-1.903, 0.084, 0.813], [-1.763, 1.304, 0.288], [-2.517, -0.706, -0.087], [-2.175, -1.094, 2.520]],
  "mulliken_charge": [-0.141, -0.227, -0.393, 0.383, -0.659, 0.349, 0.395, 0.281, -0.225, -0.173, 0.564, -0.226, -0.256, 0.328],
  "e_homo_ev": -9.48,
  "e_above_lowest_ev": 2.298,
  "smiles": "c1cn[nH]n1.FC=C(F)F",
  "lumo_ev": 0.94
}

***

{
  "formula": "CHF3O2S",
  "method": "the ωB97M-V functional and the def2-TZVPD basis",
  "species": ["C", "O", "O", "F", "F", "F", "S", "H"],
  "positions_angstrom": [[1.040, -0.140, 0.023], [-1.158, 0.774, -1.363], [-0.852, 1.676, 0.903], [-0.188, -1.805, -0.575], [1.474, -0.406, 1.216], [1.907, -0.158, -0.931], [-0.808, 0.611, -0.008], [-1.414, -0.552, 0.736]],
  "mulliken_charge": [0.646, -0.445, -0.495, -0.613, -0.091, -0.082, 0.778, 0.302],
  "e_homo_ev": [-11.68, -11.68],
  "e_above_lowest_ev": 4.565,
  "lumo_ev": [-1.56, -1.56]
}

***

{
  "formula": "C5H3N2O2",
  "method": "the ωB97M-V functional and the def2-TZVPD basis",
  "species": ["C", "C", "C", "C", "C", "N", "N", "O", "O", "H", "H", "H"],
  "positions_angstrom": [[1.303, 2.521, 1.660], [0.500, 1.662, 1.217], [-0.176, 0.848, 0.478], [-1.190, 0.374, -0.334], [0.108, -1.677, -0.914], [0.889, -1.443, 0.104], [-1.053, -0.845, -0.932], [-2.195, 1.091, -0.502], [0.196, -2.523, -1.811], [1.587, 2.975, 2.575], [1.798, -1.881, 0.057], [-1.767, -1.102, -1.599]],
  "mulliken_charge": [-0.677, 0.046, 0.462, 0.292, 0.499, -0.680, -0.148, -0.687, -0.730, 0.230, 0.187, 0.208],
  "e_homo_ev": -4.31,
  "e_above_lowest_ev": 0.717,
  "charge": -1,
  "lumo_ev": 2.55
}

***

{
  "formula": "C15H36N3O10S2",
  "method": "the ωB97M-V functional and the def2-TZVPD basis",
  "species": ["O", "C", "O", "C", "C", "S", "O", "O", "N", "S", "O", "O", "H", "H", "H", "H", "H", "H", "C", "O", "C", "C", "N", "C", "C", "O", "C", "H", "H", "H", "H", "H", "H", "H", "H", "H", "H", "H", "H", "H", "H", "H", "C", "O", "C", "C", "N", "C", "C", "O", "C", "H", "H", "H", "H", "H", "H", "H", "H", "H", "H", "H", "H", "H", "H", "H"],
  "positions_angstrom": [[-7.284, -6.476, -5.333], [-6.225, -6.562, -4.515], [-5.005, -7.187, -5.063], [-6.385, -5.936, -2.997], [-4.941, -5.618, -2.291], [-4.631, -6.500, -0.669], [-5.991, -6.945, -0.004], [-3.896, -7.842, -1.020], [-3.790, -5.562, 0.539], [-2.537, -4.558, -0.146], [-2.412, -3.308, 0.811], [-1.131, -5.203, -0.201], [-4.338, -6.469, -5.325], [-6.924, -4.882, -3.143], [-7.125, -6.578, -2.326], [-4.030, -5.895, -3.005], [-4.861, -4.456, -2.114], [-2.816, -4.035, -1.418], [0.982, 0.082, 1.540], [-0.412, 0.318, 1.397], [-1.233, -0.755, 1.882], [-1.909, -0.385, 3.218], [-0.944, -0.339, 4.313], [-1.429, 0.342, 5.521], [-1.943, 1.791, 5.392], [-0.928, 2.761, 5.128], [-0.492, 2.810, 3.779], [1.513, 0.810, 0.922], [1.300, 0.234, 2.574], [1.258, -0.923, 1.210], [-0.680, -1.704, 1.947], [-2.022, -0.894, 1.128], [-2.678, -1.130, 3.444], [-2.405, 0.578, 3.066], [-0.106, 0.145, 4.001], [-0.592, 0.344, 6.227], [-2.217, -0.277, 5.969], [-2.361, 2.066, 6.367], [-2.769, 1.891, 4.681], [-1.306, 2.637, 3.070], [0.315, 2.092, 3.629], [-0.076, 3.803, 3.586], [4.950, 3.718, -4.619], [5.576, 4.441, -3.567], [4.766, 5.498, -3.031], [4.205, 5.126, -1.643], [3.177, 4.093, -1.739], [2.854, 3.438, -0.464], [3.997, 2.778, 0.333], [4.530, 1.592, -0.259], [5.428, 1.818, -1.334], [5.717, 3.128, -5.127], [4.206, 3.021, -4.226], [4.484, 4.386, -5.348], [3.973, 5.808, -3.728], [5.439, 6.359, -2.906], [3.776, 6.021, -1.182], [5.054, 4.805, -1.034], [3.485, 3.373, -2.387], [2.116, 2.663, -0.698], [2.348, 4.170, 0.178], [3.571, 2.457, 1.291], [4.800, 3.476, 0.589], [6.054, 2.701, -1.177], [4.870, 1.898, -2.267], [6.082, 0.948, -1.427]],
  "mulliken_charge": [-0.526, 0.401, -0.452, -0.372, -0.708, 1.049, -0.696, -0.644, -0.364, 0.748, -0.553, -0.639, 0.343, 0.259, 0.332, 0.398, 0.302, 0.112, -0.127, -0.316, -0.825, -0.088, -0.355, -0.734, -0.447, -0.452, -0.447, -0.338, 0.240, 0.382, 0.417, 0.333, 0.480, 0.081, 0.070, 0.377, 0.386, 0.350, 0.343, 0.283, 0.112, 0.292, -0.697, -0.323, -0.784, -0.147, -0.344, -0.721, -0.629, -0.420, -0.500, 0.230, 0.289, 0.323, 0.390, 0.383, 0.366, 0.134, 0.101, 0.451, 0.358, 0.415, 0.405, 0.281, 0.105, 0.326],
  "e_homo_ev": -6.07,
  "charge": -1,
  "lumo_ev": 2.03
}

***

{
  "formula": "C10H17N2O2",
  "method": "the ωB97M-V functional and the def2-TZVPD basis",
  "species": ["C", "C", "C", "C", "C", "C", "C", "C", "C", "C", "N", "N", "O", "O", "H", "H", "H", "H", "H", "H", "H", "H", "H", "H", "H", "H", "H", "H", "H", "H", "H"],
  "positions_angstrom": [[0.561, -2.020, 1.423], [-1.326, -1.494, -0.037], [-1.101, -0.319, 2.093], [0.899, -0.772, -0.791], [1.209, 0.416, 1.357], [-0.946, -1.615, 1.411], [1.383, -0.983, 0.589], [-0.632, -0.367, -0.849], [-0.260, 0.745, 1.256], [-0.825, 0.742, -0.034], [0.290, 2.833, -3.369], [0.925, 1.938, -2.796], [-0.468, 3.658, -2.872], [0.700, 1.971, -1.407], [0.859, -2.246, 2.396], [0.867, -2.906, 0.902], [-1.095, -2.395, -0.662], [-2.454, -1.490, -0.102], [-2.162, 0.012, 2.050], [-0.680, -0.409, 3.122], [1.364, 0.057, -1.272], [0.937, -1.717, -1.362], [1.551, 0.485, 2.368], [1.758, 1.151, 0.736], [-1.650, -2.368, 1.782], [2.364, -1.455, 0.375], [-0.950, -0.375, -1.934], [-0.218, 1.769, 1.671], [-1.532, 1.565, -0.335], [0.566, 2.842, -4.381], [0.067, 2.748, -1.328]],
  "mulliken_charge": [-1.390, -1.285, -1.037, -1.335, -1.389, 0.443, 0.291, 0.293, 0.193, -0.301, 0.508, -0.360, -0.643, -0.261, 0.463, 0.511, 0.500, 0.388, 0.437, 0.468, 0.516, 0.479, 0.562, 0.370, 0.300, 0.302, 0.488, 0.375, 0.379, 0.319, 0.419],
  "e_homo_ev": -13.82,
  "e_above_lowest_ev": 6.732,
  "charge": 1,
  "lumo_ev": -5.25
}

***

| no. | E_tot (eV) |
| --- | --- |
| 1 | -134484.9708 |
| 2 | -9811.0722 |
| 3 | -9768.6825 |
| 4 | -16832.3418 |
| 5 | -24130.9660 |
| 6 | -12306.1462 |
| 7 | -62747.4392 |
| 8 | -17708.3032 |